1.
{"formula": "C4H11N2O", "method": "the ωB97M-V functional and the def2-TZVPD basis", "relative_energy_kj_mol": 233.3, "e_tot_ev": -9346.438, "homo_lumo_gap_ev": 9.58, "homo_ev": -13.33, "smiles": "CN(C)C(=O)C[NH3+]", "total_charge": 1, "symbols": ["C", "N", "C", "C", "O", "C", "N", "H", "H", "H", "H", "H", "H", "H", "H", "H", "H", "H"], "coordinates": [[0.830379, 1.094376, -1.283150], [0.586191, -0.286054, -0.910869], [0.465830, -1.429269, -1.962130], [-0.053764, -0.597655, 0.270716], [-0.441096, -1.666983, 0.746719], [-0.468221, 0.602946, 1.062998], [-0.902192, 0.213854, 2.386930], [1.374744, 1.595567, -0.386141], [1.304769, 1.137826, -2.277842], [-0.215775, 1.422414, -1.184591], [1.204635, -2.223999, -1.604102], [-0.593727, -1.732444, -1.992380], [0.846872, -0.916954, -2.876043], [0.425118, 1.229787, 1.224867], [-1.140884, 1.254642, 0.563465], [-0.521644, -0.697802, 2.630289], [-1.996619, 0.154204, 2.473481], [-0.704615, 0.845545, 3.117783]], "forces_ev_per_a": [[-0.804, 0.099, 2.221], [-0.886, -4.023, 1.075], [1.938, 1.453, 1.339], [-0.288, 0.332, -1.058], [0.886, 0.088, -1.032], [2.688, 1.569, 0.389], [-4.265, -0.913, 0.531], [-0.246, -0.578, -2.212], [-0.305, 0.378, 0.772], [0.583, 1.500, -1.290], [-1.400, 0.818, -0.836], [0.714, -0.118, -0.220], [-0.549, -0.960, 0.400], [-0.298, -0.116, 0.018], [-1.022, 0.288, -0.302], [-0.030, -0.682, -0.223], [2.416, -0.415, -0.491], [0.867, 1.282, 0.920]]}

---

2.
{"formula": "C26H74CaO18", "method": "the ωB97M-V functional and the def2-TZVPD basis", "relative_energy_kj_mol": 0.0, "e_tot_ev": -83456.563, "homo_lumo_gap_ev": 9.44, "homo_ev": -8.90, "symbols": ["Ca", "C", "C", "C", "O", "H", "H", "H", "H", "H", "H", "H", "C", "C", "C", "O", "H", "H", "H", "H", "H", "H", "H", "C", "C", "O", "O", "H", "H", "H", "H", "H", "H", "C", "C", "O", "O", "H", "H", "H", "H", "H", "H", "C", "C", "O", "O", "H", "H", "H", "H", "H", "H", "C", "C", "O", "O", "H", "H", "H", "H", "H", "H", "C", "C", "O", "O", "H", "H", "H", "H", "H", "H", "C", "C", "O", "O", "H", "H", "H", "H", "H", "H", "C", "C", "O", "H", "H", "H", "H", "H", "H", "C", "C", "O", "H", "H", "H", "H", "H", "H", "C", "C", "O", "H", "H", "H", "H", "H", "H", "C", "C", "O", "H", "H", "H", "H", "H", "H"], "coordinates": [[0.128509, 0.208688, 0.743061], [2.673699, 1.137080, -2.340648], [3.089022, 1.112614, -0.842234], [3.259046, 2.450096, -0.040878], [2.219619, 0.275064, -0.115291], [2.478031, 0.087622, -2.631164], [3.454328, 1.537145, -2.968644], [1.798312, 1.806794, -2.523480], [4.053922, 0.587588, -0.918796], [3.440314, 2.326530, 1.009106], [2.226510, 2.846868, -0.033655], [3.918034, 3.161123, -0.539438], [-3.379988, -1.529854, 1.284177], [-3.218061, -0.344356, 0.334798], [-4.577294, 0.240005, 0.000286], [-2.195370, 0.553371, 0.762705], [-2.469016, -2.074199, 1.279460], [-4.213357, -2.201399, 0.836093], [-3.669595, -1.185481, 2.253202], [-2.852030, -0.819640, -0.570163], [-5.135783, 0.643418, 0.819199], [-5.197936, -0.431501, -0.591630], [-4.256490, 1.025979, -0.680265], [-0.157371, -1.407231, 3.546268], [0.685567, -2.302865, 2.664174], [0.339913, -2.035643, 1.298829], [0.074066, -0.021437, 3.199630], [-0.039498, -1.581647, 4.603034], [-1.202196, -1.669159, 3.239860], [0.369970, -3.361081, 2.874408], [1.728847, -2.154219, 2.798701], [1.038936, -2.264787, 0.654295], [-0.820578, 0.471862, 3.365674], [0.359024, 4.148477, -1.298573], [0.102737, 4.306159, -2.827760], [-1.326022, 4.618010, -2.927892], [-0.181257, 2.840591, -0.945608], [-0.090254, 4.978886, -0.720121], [1.428014, 4.137860, -1.049143], [0.281084, 3.330012, -3.258920], [0.603157, 5.174162, -3.274703], [-1.558163, 4.453655, -3.874217], [-1.162608, 2.967537, -0.921170], [3.727068, 0.812628, 3.844897], [4.351524, -0.051803, 2.736832], [3.247135, -0.627857, 2.109067], [2.952784, 1.854595, 3.365653], [4.497227, 1.333158, 4.434743], [3.092229, 0.169556, 4.509957], [4.979715, -0.800754, 3.218765], [5.059594, 0.548107, 2.079461], [3.002857, -0.120216, 1.263726], [2.402464, 1.394954, 2.666468], [0.452723, -2.612926, -4.638645], [1.930460, -2.955578, -4.758794], [2.855423, -2.185603, -4.051332], [-0.074210, -2.829747, -3.272292], [-0.160072, -3.200111, -5.369498], [0.316175, -1.563487, -4.782028], [2.221357, -2.798534, -5.820372], [2.004870, -3.992365, -4.588981], [2.720333, -2.290619, -3.080956], [0.011777, -3.789754, -3.116917], [-0.912458, -6.037006, -2.417538], [-0.607182, -5.839137, -0.937021], [0.571126, -6.578746, -0.572779], [0.114876, -5.616954, -3.205394], [-1.720954, -5.315230, -2.535045], [-1.321652, -7.040482, -2.611817], [-1.479953, -6.243037, -0.317604], [-0.489710, -4.731063, -0.719663], [1.209840, -6.043530, -0.107608], [0.925460, -6.147712, -3.019550], [3.437178, -2.707707, -0.784329], [3.357610, -4.203234, -0.785453], [2.687159, -4.870583, 0.277731], [2.186595, -2.130211, -1.069706], [4.201037, -2.548627, -1.580960], [3.903758, -2.301368, 0.133517], [4.380487, -4.672698, -0.726584], [2.865775, -4.605289, -1.729910], [2.794498, -4.341659, 1.096673], [2.248774, -1.117491, -0.746070], [-2.202054, -0.572010, -3.270262], [-0.846610, 0.038728, -2.776024], [-0.385702, -0.572620, -1.504800], [-2.982524, -0.349849, -2.497228], [-2.184027, -1.634892, -3.425491], [-2.444985, -0.024602, -4.193155], [-1.075507, 1.105116, -2.557513], [-0.076403, 0.032413, -3.540160], [-0.111506, -1.459140, -1.779420], [-4.054796, 1.975399, 4.637295], [-3.323144, 0.765859, 4.008937], [-2.253375, 1.166278, 3.213543], [-4.631829, 1.745172, 5.537105], [-4.676855, 2.436152, 3.834414], [-3.353988, 2.762765, 4.845325], [-4.045108, 0.211779, 3.381360], [-3.001139, 0.173104, 4.836244], [-2.350062, 0.975361, 2.201546], [1.211451, 4.444733, 2.963015], [0.334591, 3.187380, 2.970241], [0.317020, 2.561178, 1.673062], [2.224734, 4.180470, 2.567254], [1.263811, 4.952028, 3.918092], [0.789911, 5.121200, 2.151831], [-0.620737, 3.582657, 3.342697], [0.684326, 2.483889, 3.694664], [-0.022182, 3.150095, 1.026304], [-3.691807, 5.259341, -0.103721], [-3.815514, 3.755829, -0.297700], [-2.508050, 3.220082, 0.027119], [-4.515710, 5.894433, -0.551512], [-2.792985, 5.513730, -0.708512], [-3.576912, 5.526242, 0.905580], [-4.040797, 3.555340, -1.373841], [-4.593503, 3.307897, 0.356862], [-2.639524, 2.283887, 0.423640]], "forces_ev_per_a": [[-0.649, 1.330, -0.505], [-0.870, 0.850, 0.774], [0.704, -0.305, 0.073], [-1.850, -0.486, -1.860], [0.014, -0.196, 0.203], [-0.099, 0.669, -0.040], [0.536, 0.018, -0.158], [0.271, -0.808, 0.240], [0.336, 0.155, 0.407], [0.790, -0.351, 0.355], [0.576, 0.111, -0.062], [0.134, -0.019, 0.202], [-1.770, -0.413, -1.660], [0.622, -1.287, 0.538], [1.284, 0.745, -1.172], [-1.073, 0.202, 0.119], [0.832, -0.694, 0.393], [1.306, 0.900, 0.928], [-0.126, -0.178, 0.699], [0.037, 0.085, -0.462], [-0.262, 0.265, 0.652], [0.049, -0.236, 0.210], [-0.735, 0.610, -0.158], [-1.096, 0.538, -1.738], [-0.963, -1.315, 0.201], [-0.035, 0.187, -0.335], [-0.909, -0.313, 0.368], [0.298, -0.164, 0.363], [0.463, 0.302, 0.561], [0.524, 0.765, 0.033], [0.923, 0.091, 0.233], [0.079, -0.355, 0.223], [0.920, -0.371, -0.182], [-0.091, -0.811, -0.974], [-1.271, 1.164, 1.716], [0.363, -0.698, -1.322], [0.331, 1.243, -0.096], [-0.153, -0.423, -0.309], [-0.315, -0.003, -0.359], [0.428, 0.028, -0.442], [0.512, -0.553, 0.020], [0.064, 0.280, 1.215], [0.222, -0.075, 0.236], [1.350, -0.141, 1.343], [0.335, 1.276, 0.926], [-0.009, -0.115, -1.563], [-1.392, -0.525, -2.078], [0.009, -0.551, 0.137], [0.682, 0.166, -0.402], [-0.070, -0.336, -0.042], [-1.108, -0.521, 0.415], [-0.019, -0.637, 0.264], [0.342, 1.068, 1.005], [-0.513, -0.493, 1.374], [-0.422, 0.913, -1.701], [-0.096, 0.136, 1.345], [0.651, -0.280, -1.238], [0.588, 0.434, 0.489], [-0.196, 0.666, -0.423], [-0.334, -0.169, 0.409], [0.466, -1.561, 0.514], [-0.295, 0.158, -0.758], [0.084, 0.224, 0.013], [-1.884, 0.228, 2.225], [-0.014, -0.268, 1.357], [-0.954, -0.271, -0.758], [2.313, -0.337, -1.318], [-0.338, -0.126, -0.597], [0.482, 0.114, -0.180], [0.951, 0.657, -0.778], [-0.016, -1.177, -0.207], [0.362, 0.650, 0.250], [-0.902, 0.502, 0.031], [0.852, -0.334, -0.291], [0.856, -2.224, -0.657], [-0.880, 0.952, 1.253], [0.268, 1.129, 0.677], [-0.423, 0.428, 0.142], [-0.379, -0.209, -0.068], [-0.520, 0.920, -0.605], [0.549, 0.743, 0.987], [-0.041, -0.513, -0.655], [-0.261, -0.658, -0.324], [0.379, 1.385, 0.976], [-1.586, 0.196, 1.229], [-0.437, 0.546, -1.579], [0.603, -0.105, -0.806], [0.224, -0.384, -0.214], [-0.166, -0.335, 0.151], [0.451, -0.691, 0.114], [0.276, -0.310, 0.118], [0.188, -0.309, -0.075], [-0.346, 0.212, -1.598], [-1.542, 0.899, -0.097], [0.851, 0.331, -0.090], [-0.032, -0.079, -0.299], [-0.065, -0.357, 0.730], [0.617, 0.180, 0.468], [0.204, 0.035, 0.595], [0.517, -0.908, 0.403], [-0.203, -0.247, 0.148], [0.576, -0.323, -2.559], [-0.008, 1.635, 0.259], [0.347, -1.067, 2.186], [-0.601, 0.256, 0.722], [-0.030, 0.038, 0.100], [0.314, -0.363, 1.151], [-0.446, -0.781, -0.637], [0.248, -0.589, 0.138], [-0.640, 0.860, -1.204], [-0.291, 0.405, -2.612], [0.094, 0.219, -0.184], [-1.570, -1.352, 0.748], [0.595, -1.017, 0.508], [-0.377, 0.183, 0.636], [0.326, 0.324, 1.348], [0.010, -0.088, 0.787], [0.445, 0.151, -0.452], [0.653, 1.046, -0.749]]}